No. 1
Here is a 2-piece molecular cluster, C3H7ClO2 overall at a distorted geometry from the OMol25 dataset. Energies are from ωB97M-V with the def2-TZVPD basis set.

The geometry in XYZ format:
```
13
Properties=species:S:1:pos:R:3:forces:R:3:lowdin_charge:R:1
C 1.72760 0.95488 -0.16040 -1.419 1.771 3.442 -0.18
C 1.21172 -0.42435 -0.11449 -1.115 3.065 -0.499 -0.01
C -1.39398 -0.24091 -0.09622 0.237 -1.511 2.514 -0.71
O -1.77872 -0.96695 -1.17188 -0.237 2.131 -0.562 0.00
O -1.81570 -0.91309 1.11574 1.445 -0.940 -2.847 -0.07
Cl -1.88526 1.49592 0.12921 0.138 -0.890 -1.039 0.61
H 1.89109 1.32088 -1.09960 0.971 0.563 -2.658 0.02
H 2.62179 1.14115 0.50567 -0.672 -0.351 -0.729 0.09
H 0.95283 1.76621 0.21502 1.184 -1.770 -0.254 0.08
H 0.95335 -0.78911 0.78609 -0.642 -1.348 2.993 0.00
H 1.52274 -1.09103 -0.82157 0.473 -1.682 -1.951 0.03
H -1.82168 -1.91161 -1.04499 0.026 -0.343 0.806 0.11
H -2.18578 -0.34199 1.75741 -0.390 1.305 0.785 0.04
```
Forces are in eV/Å.

Values from the calculation:
HOMO level (spin up / spin down) = -8.02 / -8.07 eV
E_LUMO (spin up / spin down) = 0.200 / 0.558 eV
maximum force = 0.080 Eh/bohr
gap between HOMO and LUMO (spin up / spin down) = 0.302 / 0.317 hartree
total charge = 0

---

No. 2
Here is a 7-piece molecular cluster, C28H42O21 overall at a distorted geometry from the OMol25 dataset. Energies are from ωB97M-V with the def2-TZVPD basis set.

The geometry in XYZ format:
```
91
Properties=species:S:1:pos:R:3:forces:R:3:lowdin_charge:R:1
C -6.87578 0.79432 -5.52120 0.721 0.225 0.331 -0.01
C -6.23191 1.89161 -4.67584 0.422 -0.082 -0.445 -0.31
C -4.80796 1.66928 -4.17409 -0.848 -1.347 0.847 -0.10
O -3.99234 2.57959 -4.86429 1.685 -1.642 0.809 0.10
C -4.74467 3.47424 -5.44993 1.031 2.796 -0.239 -0.61
O -4.31228 4.52912 -5.85962 -0.940 -1.432 -0.063 0.14
O -5.99276 3.09122 -5.38317 -2.854 1.254 -1.305 0.10
H -6.80977 -0.09543 -4.89503 -0.578 -0.154 0.032 0.09
H -6.31080 0.53297 -6.41594 0.105 0.370 -0.099 0.09
H -7.89761 1.05809 -5.79399 0.062 -0.207 0.129 0.09
H -6.87495 2.10893 -3.82299 -0.159 0.140 -0.166 0.15
H -4.53727 0.62657 -4.34013 0.579 0.188 0.085 0.14
H -4.85992 1.91218 -3.11277 0.768 -0.126 0.095 0.13
C -0.76489 6.34920 -0.12550 0.381 0.614 1.174 0.00
C -0.84045 7.08579 1.23850 -0.047 -1.840 -1.307 -0.31
C 0.32876 7.97338 1.53497 0.831 -1.496 -1.405 -0.15
O -0.27689 9.10022 1.96401 0.446 3.537 2.388 0.09
C -1.59805 9.07869 1.87567 -2.204 3.220 0.106 -0.57
O -2.37472 9.97908 2.17945 2.129 -2.083 -0.348 0.13
O -1.93865 7.98668 1.24708 -1.222 -1.919 -0.344 0.12
H -1.61685 5.68791 -0.28349 0.059 0.212 -0.112 0.08
H 0.15863 5.77022 -0.12757 -0.030 -0.227 0.003 0.08
H -0.64217 7.10290 -0.90331 -0.362 -0.103 -0.144 0.09
H -0.88630 6.37701 2.06532 -0.766 -0.174 -0.012 0.15
H 0.85435 8.20194 0.60781 0.533 -0.063 0.100 0.14
H 0.96201 7.51786 2.29628 0.259 0.322 -0.115 0.14
C 8.22670 8.32334 -3.66349 -0.295 2.010 0.648 -0.01
C 7.02999 7.91560 -2.79179 3.146 -0.474 -0.087 -0.35
C 5.74356 8.63536 -2.90334 0.359 2.043 0.258 -0.13
O 4.81130 7.61203 -2.69601 -0.567 -0.605 -0.100 0.08
C 5.40637 6.41372 -2.95194 -0.889 -1.396 -1.565 -0.50
O 4.79949 5.37245 -3.06445 1.265 1.682 0.632 0.15
O 6.72832 6.62191 -3.23653 -1.991 -1.740 0.376 0.08
H 9.17449 7.78617 -3.62801 -0.666 -0.916 0.096 0.09
H 8.57460 9.28701 -3.29146 -0.188 0.482 -0.067 0.08
H 7.88666 8.50229 -4.68352 0.143 -0.306 -0.067 0.09
H 7.30258 7.81404 -1.74132 0.270 0.218 0.182 0.16
H 5.69308 9.21655 -3.82408 -0.644 -0.695 -0.683 0.14
H 5.61115 9.41928 -2.15766 0.044 -0.307 0.397 0.14
C -5.10220 -8.16714 -2.87926 -1.388 1.257 -0.743 0.00
C -5.90704 -7.07408 -2.04205 1.813 -2.783 -0.913 -0.28
C -5.76916 -5.69568 -2.56826 1.269 0.983 0.471 -0.13
O -7.08685 -5.23346 -2.58631 -0.220 2.317 -0.295 0.09
C -7.95182 -6.20920 -2.36888 -3.605 1.010 -1.274 -0.60
O -9.16451 -6.10849 -2.49674 2.427 -0.103 0.584 0.13
O -7.30498 -7.29968 -2.12107 0.655 -2.836 0.995 0.12
H -4.02910 -8.16968 -2.68807 -0.229 -0.218 0.411 0.08
H -5.21193 -7.88755 -3.92707 0.176 0.429 -0.203 0.07
H -5.58370 -9.14266 -2.94700 0.247 -0.153 1.061 0.08
H -5.52472 -7.11609 -1.02216 -0.635 -0.157 0.245 0.15
H -5.28275 -5.54705 -3.53232 -0.277 -0.363 -0.206 0.14
H -5.16061 -5.16578 -1.83548 -0.210 0.629 -0.136 0.14
C -0.78506 0.01733 0.37812 0.598 0.751 0.458 -0.01
C -0.13817 -0.46693 -0.93805 -1.614 2.380 0.677 -0.37
C 1.31200 -0.82383 -0.88874 1.130 0.754 1.127 -0.07
O 1.41904 -2.20647 -1.27890 -0.080 1.346 -0.113 0.11
C 0.17869 -2.62271 -1.42063 -3.171 -3.450 0.660 -0.53
O -0.18227 -3.78341 -1.53871 1.152 2.089 -0.296 0.12
O -0.77247 -1.64018 -1.21809 0.542 -2.879 -1.362 0.08
H -0.54517 1.05128 0.62610 0.370 0.115 -0.166 0.08
H -0.45470 -0.57599 1.23072 0.142 -0.243 -0.077 0.08
H -1.87436 0.00867 0.41627 0.013 -0.357 -0.664 0.09
H -0.35964 0.25372 -1.72527 0.040 0.128 -0.131 0.15
H 1.54769 -0.72006 0.17041 0.856 -0.297 -0.059 0.13
H 1.95066 -0.17603 -1.48921 0.018 -0.342 -0.030 0.14
C 0.45759 -6.12970 2.60062 -2.526 -0.151 -0.383 -0.02
C 1.71112 -6.76957 2.17972 -0.111 0.167 -1.034 -0.36
C 2.87769 -5.86345 2.15739 1.656 1.658 -1.650 -0.11
O 3.84101 -6.46005 2.98097 1.104 0.568 0.553 0.10
C 3.37834 -7.62627 3.38421 2.596 -2.783 3.453 -0.58
O 4.00070 -8.44610 4.06496 -1.327 2.101 -1.890 0.12
O 2.12417 -7.75655 3.06505 -1.608 -1.802 0.622 0.13
H 0.11629 -5.31912 1.95673 0.652 0.302 -0.184 0.09
H 0.33599 -5.79443 3.63062 0.574 -0.183 0.058 0.10
H -0.32956 -6.85172 2.38336 -0.252 -0.211 0.528 0.09
H 1.60553 -7.28119 1.22306 -0.322 0.279 -0.210 0.17
H 2.66659 -4.82976 2.43129 -0.001 -0.102 0.466 0.14
H 3.38512 -5.82105 1.19364 -0.454 0.186 -0.367 0.14
C 2.39443 -2.06180 7.02491 0.448 -1.340 0.648 0.00
C 3.31574 -3.31396 7.32394 0.782 2.527 -4.536 -0.40
C 4.82077 -3.05577 7.28034 -0.467 1.266 -1.482 -0.11
O 5.35096 -3.85193 8.32142 -0.416 0.252 -0.105 0.09
C 4.30328 -4.20805 9.11173 1.171 -2.256 2.768 -0.47
O 4.44208 -4.82407 10.17444 -0.918 2.204 -3.440 0.13
O 3.14650 -3.85697 8.50533 -1.266 -1.740 5.106 0.11
H 1.38814 -2.43323 7.21867 -0.157 0.360 0.019 0.08
H 2.42978 -1.70453 5.99574 0.267 -0.364 -0.077 0.08
H 2.61701 -1.20727 7.66393 0.031 -0.187 0.222 0.08
H 3.14122 -4.06847 6.55689 -0.526 -0.124 -0.207 0.15
H 5.02782 -1.98993 7.37646 0.298 0.040 0.727 0.13
H 5.13017 -3.27756 6.25898 0.762 -0.658 0.359 0.13
```
Forces are in eV/Å.

Values from the calculation:
HOMO level = -10.84 eV
E_LUMO = -0.385 eV
maximum force = 0.108 Eh/bohr
gap between HOMO and LUMO = 0.384 hartree
total charge = 0
SMILES = C[C@H]1COC(=O)O1.C[C@H]1COC(=O)O1.C[C@H]1COC(=O)O1.C[C@H]1COC(=O)O1.C[C@H]1COC(=O)O1.C[C@H]1COC(=O)O1.C[C@H]1COC(=O)O1